No. 1
Density functional theory data (ωB97M-V/def2-TZVPD) for a 14-piece molecular cluster, C19H66N8O14 overall at a distorted geometry.

Summary:
Relative energy (zero: lowest compared OMol25 entry of this formula, charge and spin) = 65.7 kcal per mole
HOMO level = -8.52 eV

The geometry in ORCA input format:
```
! RIJCOSX wB97M-V def2-TZVPD def2/J DEFGRID3
* xyz 0 1
C -3.59 -6.90 -16.78
C -2.74 -8.15 -16.41
O -2.34 -8.04 -15.06
H -3.99 -7.14 -17.73
H -2.92 -6.01 -16.99
H -4.43 -6.74 -16.09
H -1.82 -8.15 -16.99
H -3.38 -9.08 -16.52
H -2.84 -8.72 -14.56
C -11.81 -8.96 -13.97
C -10.32 -8.89 -13.94
O -9.84 -7.72 -14.52
H -12.26 -9.77 -13.39
H -12.11 -9.08 -15.02
H -12.23 -7.99 -13.72
H -9.86 -9.67 -14.51
H -9.97 -9.03 -12.94
H -9.43 -7.20 -13.82
C -5.86 -11.86 -13.69
C -7.01 -11.21 -12.93
O -8.11 -11.34 -13.75
H -6.05 -12.94 -13.79
H -5.04 -11.80 -12.90
H -5.46 -11.48 -14.63
H -6.87 -10.16 -12.69
H -7.26 -11.75 -12.05
H -8.85 -11.46 -13.15
C 1.20 -5.33 -14.43
C 0.34 -5.65 -15.61
O -1.04 -5.48 -15.37
H 2.24 -5.22 -14.68
H 1.18 -6.29 -13.82
H 1.01 -4.43 -13.89
H 0.51 -6.67 -15.97
H 0.68 -5.03 -16.44
H -1.47 -6.30 -15.30
C -5.94 -5.74 -9.52
C -6.56 -6.91 -8.85
O -7.84 -6.63 -8.54
H -4.86 -5.88 -9.61
H -5.99 -4.84 -8.93
H -6.26 -5.54 -10.56
H -6.04 -7.10 -7.97
H -6.40 -7.78 -9.48
H -8.16 -7.33 -7.93
C -4.34 -3.85 -15.33
O -4.27 -3.83 -16.72
N -3.56 -4.41 -14.51
N -5.35 -3.30 -14.77
H -2.78 -4.94 -14.94
H -3.56 -4.20 -13.49
H -6.06 -2.71 -15.44
H -5.60 -3.13 -13.74
C -2.42 -10.87 -12.68
O -3.15 -10.28 -13.69
N -2.38 -12.17 -12.64
N -1.80 -10.20 -11.79
H -2.92 -12.69 -13.34
H -2.07 -12.65 -11.76
H -2.00 -9.17 -11.74
H -0.99 -10.47 -11.30
C -5.67 -6.70 -12.88
O -6.24 -7.67 -12.04
N -4.38 -6.63 -13.09
N -6.38 -5.75 -13.41
H -3.75 -7.28 -12.64
H -4.03 -5.93 -13.79
H -7.43 -5.83 -13.36
H -5.95 -5.07 -14.07
C -4.61 -3.26 -11.53
O -4.23 -2.07 -10.84
N -3.86 -4.24 -11.69
N -5.80 -3.42 -11.95
H -3.02 -4.24 -11.08
H -4.08 -5.16 -12.09
H -6.57 -2.76 -11.78
H -6.11 -4.33 -12.32
C -7.90 -10.05 -10.04
O -9.12 -9.80 -10.71
H -8.06 -9.58 -9.08
H -7.09 -9.58 -10.55
H -7.68 -11.13 -9.95
H -9.79 -9.82 -10.04
C -9.57 -4.41 -12.76
O -9.06 -5.72 -12.78
H -8.94 -3.79 -12.12
H -10.59 -4.41 -12.45
H -9.48 -4.04 -13.79
H -9.09 -6.21 -11.95
C -6.38 -8.89 -15.16
O -7.30 -9.87 -15.68
H -6.97 -8.13 -14.55
H -5.93 -8.46 -16.01
H -5.71 -9.34 -14.45
H -7.53 -10.48 -14.95
C -7.47 -6.22 -16.88
O -7.29 -7.04 -18.04
H -7.93 -6.65 -16.01
H -8.16 -5.41 -17.08
H -6.52 -5.78 -16.60
H -6.74 -6.47 -18.65
C -1.13 -6.90 -12.15
O -2.31 -7.52 -11.76
H -0.94 -7.03 -13.24
H -0.31 -7.42 -11.59
H -1.01 -5.82 -11.99
H -2.20 -7.54 -10.80
*
```

---

No. 2
Density functional theory data (ωB97M-V/def2-TZVPD) for a 16-piece molecular cluster, C19H70N8O16 overall at a distorted geometry.

Summary:
Relative energy (zero: lowest compared OMol25 entry of this formula, charge and spin) = 274.4 kcal per mole
HOMO level = -9.29 eV

The geometry in ORCA input format:
```
! RIJCOSX wB97M-V def2-TZVPD def2/J DEFGRID3
* xyz 0 1
C -0.31 -0.09 0.25
C 1.00 0.35 0.78
O 2.03 -0.21 -0.02
H -1.09 0.43 0.86
H -0.55 -1.08 0.41
H -0.63 0.22 -0.81
H 1.07 -0.01 1.85
H 1.06 1.46 0.82
H 1.61 -0.64 -0.78
C 2.14 0.64 4.06
C 2.25 2.19 4.15
O 3.45 2.50 4.74
H 2.70 0.33 3.23
H 1.17 0.21 3.97
H 2.59 0.14 4.95
H 1.45 2.61 4.74
H 2.45 2.55 3.10
H 3.66 3.43 4.61
C 0.73 2.68 -2.63
C 1.33 1.30 -2.92
O 0.29 0.43 -3.30
H 0.03 3.10 -3.42
H 1.38 3.42 -2.17
H 0.05 2.58 -1.80
H 1.82 0.81 -2.11
H 1.96 1.22 -3.77
H 0.61 -0.38 -3.66
C -1.40 -4.44 0.38
O -1.64 -3.24 1.02
N -2.03 -4.68 -0.76
N -0.37 -5.21 0.61
H -2.89 -4.17 -0.72
H -2.07 -5.57 -1.29
H 0.20 -4.91 1.40
H -0.27 -6.17 0.31
C 0.73 -2.97 -2.03
O 1.46 -1.88 -2.62
N -0.49 -3.25 -2.43
N 1.24 -3.64 -1.11
H -0.91 -2.73 -3.26
H -1.21 -3.76 -1.87
H 2.19 -3.34 -0.76
H 0.55 -4.36 -0.69
C -3.00 1.38 -3.57
O -2.72 1.48 -4.94
N -2.19 0.98 -2.63
N -4.24 1.58 -3.11
H -1.33 0.68 -3.11
H -1.96 1.51 -1.82
H -4.96 1.91 -3.86
H -4.56 1.57 -2.16
C -3.90 -1.98 -1.85
O -4.38 -3.15 -1.50
N -2.66 -1.56 -1.82
N -4.65 -1.03 -2.25
H -1.80 -2.05 -1.67
H -2.51 -0.58 -2.10
H -5.61 -1.23 -2.38
H -4.40 -0.06 -2.54
C 4.25 -0.32 -3.23
O 5.57 -0.62 -3.61
H 3.46 -0.47 -4.04
H 4.28 0.77 -2.92
H 3.87 -0.94 -2.31
H 5.60 -1.04 -4.41
C 1.33 -3.26 2.51
O 0.37 -4.16 3.01
H 1.23 -2.29 3.04
H 1.15 -3.01 1.45
H 2.32 -3.64 2.62
H -0.47 -3.79 3.08
C 0.74 4.39 1.03
O 1.59 5.33 0.42
H 1.23 4.07 1.89
H 0.46 3.68 0.28
H -0.17 4.91 1.39
H 1.12 5.97 -0.10
C 4.93 -2.83 -0.76
O 3.80 -2.50 0.01
H 5.83 -2.78 -0.13
H 5.05 -2.05 -1.45
H 4.76 -3.79 -1.26
H 3.62 -1.55 -0.04
C -4.30 -1.61 1.81
O -3.76 -0.77 0.85
H -4.89 -2.29 1.24
H -4.99 -1.12 2.48
H -3.50 -2.17 2.35
H -3.19 -1.32 0.27
C -1.64 2.94 2.86
O -1.58 2.89 4.24
H -0.73 2.53 2.39
H -1.64 3.96 2.50
H -2.63 2.42 2.75
H -2.37 3.29 4.56
C 3.44 3.07 -0.52
O 4.73 2.78 -1.07
H 3.04 3.93 -1.08
H 3.36 3.26 0.56
H 2.84 2.18 -0.77
H 4.94 1.83 -0.96
C -1.66 -0.39 3.70
O -1.24 -1.65 3.58
H -2.39 -0.39 4.53
H -2.25 0.14 2.98
H -0.94 0.20 4.04
H -1.43 -1.92 2.68
C -2.48 4.12 -0.52
O -2.42 2.73 -0.27
H -2.61 4.69 0.45
H -3.32 4.37 -1.21
H -1.57 4.49 -0.95
H -3.27 2.42 0.04
*
```

---

No. 3
Density functional theory data (ωB97M-V/def2-TZVPD) for C19H8BrF5NO5Pd as an isolated structure at a distorted geometry.

Summary:
Relative energy (zero: lowest compared OMol25 entry of this formula, charge and spin) = 20.2 kcal per mole
HOMO level = -4.97 eV

The geometry in ORCA input format:
```
! RIJCOSX wB97M-V def2-TZVPD def2/J DEFGRID3
* xyz -1 1
Pd 0.46 0.71 -0.20
O 2.49 -3.26 0.77
C 2.09 -1.96 0.67
O 0.96 -1.60 1.06
C 3.03 -1.03 0.13
C 4.38 -1.23 -0.22
C 5.17 -0.16 -0.53
C 4.65 1.16 -0.43
C 3.32 1.29 -0.13
N 2.51 0.25 0.05
C 2.61 2.61 0.18
O 3.26 3.63 0.33
O 1.35 2.50 0.34
H 1.71 -3.78 1.00
H 4.77 -2.24 -0.21
H 6.21 -0.30 -0.81
H 5.27 2.04 -0.57
Br -4.75 4.84 0.33
C -3.33 3.59 0.14
C -2.84 2.96 1.27
C -1.77 2.08 1.13
C -1.20 1.85 -0.12
C -1.73 2.49 -1.24
C -2.80 3.36 -1.11
H -3.27 3.16 2.24
H -1.39 1.57 2.01
H -1.31 2.30 -2.22
H -3.21 3.85 -1.98
F -3.92 -4.34 1.09
C -3.09 -3.46 0.48
C -1.83 -3.86 0.05
F -1.44 -5.14 0.22
C -0.97 -2.96 -0.55
F 0.23 -3.42 -0.96
C -1.29 -1.59 -0.75
O -0.47 -0.76 -1.28
C -2.61 -1.27 -0.37
F -3.06 -0.01 -0.62
C -3.48 -2.15 0.23
F -4.72 -1.75 0.57
*
```